Computed, not measured: 2 unconnected molecules or ions with the total composition C6H10O at a distorted geometry, with wB97M-V/def2-TZVPD.

ΔE to the lowest compared entry with this formula, charge and spin ... 7.42 kJ/mol
DFT total energy ... -309.785328 Eh
Lowest unoccupied orbital energy (spin up / spin down) ... 4.06 / 4.04 eV
⟨S²⟩ ... 0.7862
Gap between HOMO and LUMO (spin up / spin down) ... 4.860 / 6.708 eV

Structure (ORCA input):
```
! RIJCOSX wB97M-V def2-TZVPD def2/J DEFGRID3
* xyz -1 2
C -2.022 0.480 -0.403
C -2.562 -0.437 0.506
C 0.353 -0.390 -0.651
C -0.714 0.460 -0.953
C 2.615 -1.239 -1.411
C 1.521 -0.422 -1.441
H -2.733 1.141 -0.898
H -3.547 -0.209 0.894
H -1.856 -1.082 1.013
H 0.327 -0.923 0.291
H -0.579 1.184 -1.756
H 2.624 -2.067 -0.702
H 3.268 -1.318 -2.277
H 1.373 0.181 -2.335
H -0.236 1.474 2.708
H 1.300 1.431 2.684
O 0.541 1.187 3.219
*
```

natural (NBO) population analysis, charges in e, atoms 1 to 2: C -0.27; C -0.62

=====

Computed, not measured: 2 unconnected molecules or ions with the total composition C6H10O, with wB97M-V/def2-TZVPD.

ΔE to the lowest compared entry with this formula, charge and spin ... 154.10 kJ/mol
DFT total energy ... -309.783676 Eh
Lowest unoccupied orbital energy ... 0.47 eV
Gap between HOMO and LUMO ... 10.041 eV

Structure (ORCA input):
```
! RIJCOSX wB97M-V def2-TZVPD def2/J DEFGRID3
* xyz 0 1
C -1.749 -0.575 -0.161
C -0.729 -1.387 -0.418
C -0.332 -2.380 0.600
O 0.179 -3.442 0.328
H -2.188 0.060 -0.922
H -2.188 -0.539 0.834
H -0.222 -1.437 -1.379
H -0.594 -2.114 1.648
C 1.610 0.295 0.491
C 1.220 1.119 -0.476
C 0.154 2.161 -0.323
H 2.337 -0.495 0.322
H 1.174 0.354 1.488
H 1.647 1.008 -1.474
H 0.504 3.150 -0.640
H -0.189 2.231 0.715
H -0.717 1.915 -0.946
*
```

natural (NBO) population analysis, charges in e, atoms 1 to 2: C -0.34; C -0.29

=====

Computed, not measured: C6H10O in the gas phase, with wB97M-V/def2-TZVPD.

ΔE to the lowest compared entry with this formula, charge and spin ... 4.64 kJ/mol
DFT total energy ... -309.840605 Eh
Lowest unoccupied orbital energy ... 1.01 eV
Gap between HOMO and LUMO ... 10.638 eV

Structure (ORCA input):
```
! RIJCOSX wB97M-V def2-TZVPD def2/J DEFGRID3
* xyz 0 1
O -2.121 0.820 -0.592
C -1.276 -0.309 -0.369
C -0.865 -0.406 1.080
C 0.396 -0.343 1.507
C 1.551 -0.068 0.582
C 1.050 0.622 -0.687
C -0.080 -0.188 -1.317
H -2.486 1.092 0.261
H -1.835 -1.226 -0.619
H -1.670 -0.549 1.801
H 0.608 -0.474 2.568
H 2.062 -1.010 0.331
H 2.294 0.555 1.095
H 0.659 1.612 -0.420
H 1.870 0.772 -1.398
H -0.440 0.289 -2.234
H 0.283 -1.189 -1.588
*
```

natural (NBO) population analysis, charges in e, atoms 1 to 2: O -0.72; C 0.06

=====

Computed, not measured: a molecular structure, C6H10O at a distorted geometry, with wB97M-V/def2-TZVPD.

ΔE to the lowest compared entry with this formula, charge and spin ... 380.75 kJ/mol
DFT total energy ... -309.697351 Eh
Lowest unoccupied orbital energy ... 1.03 eV
Gap between HOMO and LUMO ... 9.138 eV

Structure (ORCA input):
```
! RIJCOSX wB97M-V def2-TZVPD def2/J DEFGRID3
* xyz 0 1
C 2.294 -0.123 -0.167
C 1.093 0.751 0.199
C -0.025 -0.071 0.811
O -1.109 0.728 1.372
C -2.054 -0.155 0.855
C -1.781 -0.020 -0.997
C -1.034 -0.856 -0.039
H 2.019 -0.887 -0.906
H 2.688 -0.639 0.718
H 3.106 0.477 -0.593
H 0.725 1.293 -0.681
H 1.386 1.509 0.938
H 0.376 -0.710 1.609
H -2.878 0.259 0.122
H -2.444 -0.551 -1.689
H -1.383 0.925 -1.363
H -0.980 -1.930 -0.189
*
```

natural (NBO) population analysis, charges in e, atoms 1 to 2: C -0.61; C -0.42